Formula: C18H42FO4PS
Source: the Open Molecules 2025 dataset
Level of theory: wB97M-V/def2-TZVPD

```
67
C18H42FO4PS | the Open Molecules 2025 dataset | wB97M-V/def2-TZVPD
C 3.87794 -2.70890 -1.18164
C 3.48050 -1.58240 -1.04544
P 2.82171 0.06052 -0.83492
F 3.77153 0.57463 -2.13794
S 1.57661 -0.68414 0.86932
C 3.73466 1.26704 0.17782
C 4.16243 1.02577 1.40780
C 1.32053 0.50840 -1.79326
C 0.75078 1.90228 -1.44558
C -0.38229 1.87204 -0.38605
C -1.73736 2.40217 -0.91396
C -2.89929 1.46601 -0.53643
C -3.31103 1.62535 0.93389
C -4.43117 0.67580 1.43379
C -4.66111 -0.59431 0.61243
C -5.48391 -0.40840 -0.67865
C -6.24640 -1.66626 -1.09332
H 4.37096 -3.65184 -1.22079
H 2.16232 -1.86804 1.09983
H 3.99048 2.21721 -0.27747
H 4.11971 0.04421 1.86179
H 4.60844 1.80499 2.01450
H 1.61076 0.49980 -2.84214
H 0.58512 -0.28100 -1.65295
H 1.53165 2.58579 -1.11074
H 0.36100 2.32051 -2.37307
H -0.52063 0.87647 0.03037
H -0.07235 2.51681 0.44011
H -1.93911 3.41226 -0.55625
H -1.71550 2.43774 -2.00686
H -2.62033 0.43650 -0.76739
H -3.75187 1.73909 -1.16456
H -2.41165 1.52928 1.54717
H -3.66013 2.65663 1.03350
H -4.14403 0.34781 2.43798
H -5.35999 1.23101 1.57055
H -5.24210 -1.27678 1.24478
H -3.73042 -1.11787 0.39594
H -6.11007 0.48338 -0.63104
H -4.75784 -0.22006 -1.47437
H -5.59046 -2.32617 -1.65999
H -7.04829 -1.38691 -1.77801
H -6.62883 -2.24883 -0.25481
C -1.71832 -2.81363 -1.84968
O -3.13204 -2.64560 -1.73344
H -1.24620 -2.01026 -1.28830
H -1.40249 -3.77036 -1.42860
H -1.39809 -2.75455 -2.89322
H -3.55343 -3.36025 -2.22016
C 4.90987 -1.28091 4.47382
O 5.91245 -1.25591 3.46898
H 3.97805 -1.59513 4.00712
H 5.16099 -1.99068 5.26776
H 4.76928 -0.28854 4.91212
H 6.73096 -0.96788 3.89092
C 8.55443 1.49405 4.18238
O 7.67138 0.61274 4.87739
H 7.99332 1.93928 3.36555
H 8.91128 2.28641 4.84344
H 9.40845 0.95103 3.77184
H 8.16236 0.22024 5.60497
C -3.93693 0.05493 -4.99512
O -4.72830 -0.96097 -4.39224
H -4.51443 0.48202 -5.81127
H -3.69972 0.84627 -4.27758
H -3.00606 -0.35470 -5.39806
H -4.20772 -1.33516 -3.67250
```

The lowest unoccupied orbital energy is 0.5648 eV. Its structure (SMILES) is C#CP(F)(S)(C=C)CCCCCCCCCC.CO.CO.CO.CO. The value obtained for the orbital gap is 9.28 eV. The energy relative to the best compared isomer or geometry (same formula, charge and spin) comes out at 0.00 kJ/mol.



Formula: C18H42N2O4
Source: the Open Molecules 2025 dataset
Level of theory: wB97M-V/def2-TZVPD

```
66
C18H42N2O4 | the Open Molecules 2025 dataset | wB97M-V/def2-TZVPD
O -1.36360 0.30298 -0.30017
H -1.40464 -0.67059 -0.22460
H -1.08582 0.64099 0.57096
O 1.35055 -0.50423 -1.44903
H 0.39445 -0.34823 -1.51426
H 1.54645 -1.41599 -1.70719
C -1.37383 -5.12624 0.48571
C -1.30260 -4.64306 -1.00916
C -1.61033 -5.83165 -2.01009
C -1.84398 -5.27539 -3.42752
C -2.96292 -4.26869 -3.48987
C -2.72215 -3.08625 -2.50786
N -2.33095 -3.58384 -1.16252
O -1.92679 -2.46875 -0.31764
C -1.61241 -2.24973 -3.02242
C -3.91968 -2.19132 -2.30868
C 0.03465 -4.01440 -1.29450
H -2.36335 -5.50253 0.77358
H -1.17245 -4.27992 1.15571
H -0.67057 -5.94905 0.59436
H -0.80601 -6.57862 -1.97845
H -2.54958 -6.28558 -1.63985
H -2.17688 -6.06507 -4.11509
H -0.96469 -4.85761 -3.91212
H -3.87496 -4.77114 -3.14877
H -3.16631 -3.84732 -4.48978
H -1.24264 -1.67901 -2.18951
H -0.84796 -2.81121 -3.56587
H -2.01486 -1.51840 -3.73537
H -3.68530 -1.40488 -1.59292
H -4.30436 -1.74253 -3.23020
H -4.74191 -2.76853 -1.87445
H -0.01307 -3.06043 -0.77688
H 0.25143 -3.91236 -2.35839
H 0.85100 -4.63699 -0.90054
H -2.68835 -2.39913 0.28163
C 3.52427 5.18539 2.85117
C 2.01638 5.11392 2.71594
C 1.50498 5.59790 1.34848
C 1.76566 4.74784 0.13854
C 1.19137 3.35168 0.29721
C 1.67979 2.72643 1.64070
N 1.51729 3.67320 2.79538
O 2.12825 3.02060 3.92431
C 0.89418 1.45062 1.95986
C 3.17287 2.32304 1.58090
C 1.37033 5.85265 3.93207
H 4.00407 4.89730 1.91791
H 3.76447 6.24963 2.92950
H 3.95977 4.60485 3.66716
H 0.41127 5.71740 1.45931
H 1.90640 6.63622 1.32680
H 1.32798 5.25621 -0.73023
H 2.84150 4.71200 -0.04148
H 1.37244 2.62207 -0.49527
H 0.10864 3.50208 0.24891
H 0.90745 0.93083 1.00926
H -0.13659 1.69758 2.23414
H 1.38204 0.79054 2.66074
H 3.85805 3.08379 1.20994
H 3.22404 1.45071 0.90313
H 3.43931 2.02803 2.60541
H 0.34578 5.48792 4.05020
H 1.92978 5.81106 4.88777
H 1.34986 6.92669 3.72674
H 1.55283 3.35657 4.63727
```

The lowest unoccupied orbital energy is 0.5992 eV. Its structure (SMILES) is CC1(C)CCCC(C)(C)N1O.CC1(C)CCCC(C)(C)N1O.O.O. The value obtained for the orbital gap is 8.70 eV. The energy relative to the best compared isomer or geometry (same formula, charge and spin) comes out at 119.95 kJ/mol.



Formula: C18H42N7O9Pb
Source: the Open Molecules 2025 dataset
Level of theory: wB97M-V/def2-TZVPD

```
77
C18H42N7O9Pb | the Open Molecules 2025 dataset | wB97M-V/def2-TZVPD
Pb -22.07537 2.96326 0.68026
N -20.90562 5.81050 0.11034
O -20.70431 5.20422 1.13368
O -20.27226 6.83397 -0.15011
O -21.51561 5.18852 -0.70688
C -19.44111 1.86876 -2.59435
C -19.13913 2.84834 -1.40845
O -19.60179 2.71438 -0.25725
N -18.31492 3.93832 -1.58594
C -17.52261 4.41531 -2.75279
H -19.67186 0.80849 -2.49113
H -18.67038 1.77480 -3.35936
H -20.38548 2.13170 -3.07091
H -18.20379 4.41738 -0.70376
H -17.94825 3.99401 -3.66353
H -16.54097 3.95370 -2.85954
H -17.37834 5.49223 -2.66596
C -19.84028 -0.66616 0.81519
C -21.11200 -0.45319 -0.02809
O -21.48956 0.66810 -0.19955
N -21.68009 -1.57164 -0.59193
C -22.82396 -1.51497 -1.57563
H -19.72051 -1.67001 1.22267
H -19.78396 0.01596 1.66350
H -18.88234 -0.45695 0.33907
H -21.26532 -2.46966 -0.38791
H -23.08288 -2.45414 -2.06453
H -22.48807 -0.83993 -2.36278
H -23.74801 -1.06072 -1.21804
C -25.89118 0.81708 2.64260
C -24.35141 0.55577 2.44593
O -23.55102 1.35460 1.86684
N -24.09729 -0.66497 2.85372
C -22.71719 -1.19193 3.09895
H -26.34942 -0.16979 2.70760
H -26.29750 1.28414 1.74547
H -26.22114 1.47816 3.44397
H -24.87476 -1.06198 3.36168
H -22.61437 -2.14232 2.57523
H -22.51894 -1.42242 4.14569
H -21.98055 -0.45790 2.77236
C -25.59404 1.54390 -1.29878
C -24.49675 2.41340 -1.86599
O -23.38341 2.53596 -1.39635
N -24.79009 2.97030 -3.04369
C -24.09644 3.80248 -3.99023
H -25.24975 0.50990 -1.27874
H -26.59298 1.59585 -1.73182
H -25.55405 1.68710 -0.21896
H -25.74543 3.03229 -3.36553
H -23.82732 4.83059 -3.74798
H -24.42447 3.85640 -5.02829
H -23.10676 3.38016 -4.16429
C -19.57367 1.94078 4.75731
C -20.68276 2.76257 4.05590
O -20.89141 2.47799 2.84170
N -21.22152 3.76872 4.53535
C -20.89192 4.32062 5.91634
H -18.72430 2.58665 4.97985
H -19.26108 1.02901 4.24831
H -20.05688 1.61831 5.67959
H -21.75732 4.36746 3.92336
H -21.61439 5.11377 6.10889
H -19.88881 4.63304 6.20660
H -21.20788 3.53136 6.59849
C -26.21433 5.23117 1.09207
C -24.76176 5.45783 1.51450
O -23.88375 4.66634 1.18623
N -24.58572 6.51188 2.25265
C -23.34245 7.04371 2.75056
H -26.84827 5.74296 1.81614
H -26.55417 4.22395 0.85101
H -26.35190 5.83502 0.19510
H -25.34611 7.12546 2.50841
H -22.78278 7.53910 1.95718
H -22.72368 6.24376 3.15710
H -23.42015 7.91180 3.40514
```

The lowest unoccupied orbital energy is -1.7837 eV. As for the charge: +1. The value obtained for the orbital gap is 8.38 eV. The energy relative to the best compared isomer or geometry (same formula, charge and spin) comes out at 41.08 kJ/mol.